[1]
Here is C20H31O5SSr as an isolated structure in a non-equilibrium geometry from OMol25. Energies are from wB97M-V/def2-TZVPD.

Summary:
LUMO energy	0.06511	Eh
total charge	-1
E_HOMO	-2.8363	eV
relative energy (zero: lowest compared OMol25 entry of this formula, charge and spin)	0.0	kJ/mol

Atoms and positions in Å:
O (1.079, 0.180, -3.147)
C (0.946, 1.317, -4.143)
C (0.848, 0.424, -5.351)
H (1.840, 1.924, -4.038)
H (0.049, 1.960, -4.049)
C (0.855, -0.723, -4.240)
H (1.745, 0.401, -6.007)
H (-0.086, 0.407, -5.936)
C (2.041, -1.538, -4.649)
H (2.950, -0.935, -4.544)
H (1.969, -1.765, -5.723)
H (2.084, -2.480, -4.111)
C (-0.459, -1.465, -4.136)
H (-1.228, -0.796, -3.708)
H (-0.290, -2.337, -3.481)
H (-0.830, -1.782, -5.139)
Sr (1.401, -0.373, 1.309)
C (-2.222, -0.903, 3.509)
C (-2.212, 0.505, 3.663)
C (-2.613, 1.095, 2.443)
H (-1.944, 1.042, 4.559)
C (-2.914, 0.038, 1.545)
C (-2.610, -1.200, 2.178)
H (-2.719, -2.186, 1.724)
H (-2.006, -1.633, 4.282)
H (-2.723, 2.157, 2.242)
H (-3.315, 0.139, 0.542)
C (1.211, -2.418, 3.631)
C (0.386, -3.033, 2.651)
C (1.187, -3.349, 1.508)
H (-0.678, -3.219, 2.747)
C (2.521, -2.954, 1.806)
C (2.530, -2.363, 3.099)
H (3.380, -1.869, 3.557)
H (0.887, -2.125, 4.638)
H (0.835, -3.813, 0.578)
H (3.387, -3.112, 1.157)
O (-0.418, 1.867, -0.116)
C (-1.038, 0.733, -0.753)
C (-2.266, 1.434, -1.399)
H (-1.231, -0.132, -0.075)
H (-0.346, 0.470, -1.592)
C (-1.391, 2.544, -2.037)
H (-3.057, 1.860, -0.711)
H (-2.893, 0.844, -2.093)
C (-0.390, 3.030, -0.980)
H (-1.812, 3.172, -2.826)
H (-0.762, 1.903, -2.678)
H (-0.625, 3.959, -0.414)
H (0.616, 3.070, -1.442)
C (0.847, 1.241, 5.288)
S (1.703, 1.778, 3.806)
O (2.383, 3.038, 4.094)
O (2.646, 0.667, 3.477)
O (0.654, 1.843, 2.752)
H (1.656, 0.864, 5.924)
H (0.092, 0.461, 5.139)
H (0.351, 2.136, 5.668)

Here are the Löwdin charges for atoms 1 to 8, given in e: -0.102 -0.130 -0.089 0.119 0.101 -0.592 0.112 0.115

---

[2]
Here is a 2-piece molecular cluster, C20H32BF3N2O7 overall in a non-equilibrium geometry from OMol25. Energies are from wB97M-V/def2-TZVPD.

Summary:
LUMO energy	-0.03608	Eh
total charge	0
E_HOMO	-7.0942	eV

Atoms and positions in Å:
C (-0.202, 0.724, 2.484)
B (-0.598, 1.633, 1.283)
O (-1.041, 2.890, 1.513)
C (-0.438, 1.039, -0.184)
C (-1.422, 0.237, -0.743)
C (-2.723, -0.098, -0.092)
C (-3.929, 0.533, -0.864)
C (-4.696, 1.610, -0.099)
C (-3.866, 2.795, 0.279)
O (-3.150, 3.358, -0.496)
O (-3.951, 3.237, 1.533)
C (-1.170, -0.277, -2.054)
C (-2.144, -1.154, -2.793)
N (-0.079, -0.012, -2.724)
N (0.826, 0.772, -2.153)
C (1.993, 1.034, -3.004)
C (3.219, 0.271, -2.476)
C (4.597, 1.090, -2.570)
O (4.075, -0.192, -3.359)
C (0.716, 1.322, -0.946)
C (1.765, 2.240, -0.397)
C (2.640, 1.612, 0.700)
C (3.894, 2.472, 0.989)
O (3.702, 3.851, 0.705)
H (-1.047, 0.141, 2.826)
H (0.129, 1.371, 3.303)
H (0.623, 0.074, 2.224)
H (-1.413, 3.325, 0.729)
H (-2.822, -1.177, -0.161)
H (-2.764, 0.120, 0.971)
H (-4.652, -0.240, -1.102)
H (-3.539, 0.985, -1.771)
H (-5.207, 1.172, 0.759)
H (-5.482, 1.984, -0.756)
H (-4.430, 2.596, 2.073)
H (-1.582, -1.932, -3.299)
H (-2.627, -0.541, -3.553)
H (-2.879, -1.587, -2.135)
H (2.236, 2.084, -3.012)
H (1.811, 0.638, -3.994)
H (3.083, -0.336, -1.580)
H (5.634, 0.889, -2.845)
H (4.799, 0.768, -1.500)
H (1.271, 3.119, 0.007)
H (2.452, 2.614, -1.152)
H (2.104, 1.503, 1.634)
H (2.959, 0.613, 0.407)
H (4.728, 2.135, 0.383)
H (4.126, 2.368, 2.048)
H (2.962, 4.175, 1.227)
C (1.306, -5.031, 0.950)
C (-0.084, -4.703, 0.413)
O (-1.047, -4.374, 1.387)
C (-1.098, -3.007, 1.879)
O (-1.124, -2.103, 0.921)
C (0.011, -2.741, 2.933)
F (0.245, -3.802, 3.738)
F (-0.372, -1.738, 3.761)
F (1.208, -2.374, 2.428)
H (1.236, -5.622, 1.863)
H (1.867, -5.598, 0.203)
H (1.880, -4.135, 1.171)
H (-0.475, -5.608, -0.061)
H (-0.038, -3.937, -0.369)
H (-2.002, -3.075, 2.526)

Here are the Löwdin charges for atoms 1 to 8, given in e: 0.010 -0.516 0.176 0.065 -0.066 -0.116 -0.146 -0.099

---

[3]
Here is C20H32BO40S8 as an isolated structure in a non-equilibrium geometry from OMol25. Energies are from wB97M-V/def2-TZVPD.

Summary:
LUMO energy	0.04388	Eh
total charge	-1
E_HOMO	-8.1183	eV
relative energy (zero: lowest compared OMol25 entry of this formula, charge and spin)	0.0	kJ/mol

Atoms and positions in Å:
O (-0.272, -1.334, 0.715)
C (0.053, -0.429, -0.002)
O (-0.090, -0.372, -1.316)
B (0.257, 0.981, -1.772)
O (0.777, 1.697, -0.591)
C (0.676, 0.906, 0.458)
O (1.101, 1.126, 1.560)
O (-0.921, 1.670, -2.323)
C (-0.715, 1.987, -3.609)
O (-1.512, 2.497, -4.328)
C (0.705, 1.501, -3.961)
O (1.225, 0.929, -2.880)
O (1.224, 1.583, -5.033)
C (-0.176, -5.652, -1.242)
C (-0.162, -4.355, -0.422)
O (-1.297, -3.613, -0.853)
S (-2.172, -4.447, -1.907)
O (-1.696, -4.097, -3.186)
O (-3.534, -4.374, -1.548)
O (-1.570, -5.863, -1.518)
H (0.244, -6.489, -0.696)
H (0.356, -5.529, -2.187)
H (0.750, -3.786, -0.587)
H (-0.247, -4.597, 0.639)
C (-2.912, -2.545, 2.202)
C (-3.935, -3.608, 1.843)
O (-4.846, -3.561, 2.962)
S (-5.090, -2.002, 3.254)
O (-5.392, -1.843, 4.611)
O (-5.950, -1.465, 2.265)
O (-3.586, -1.570, 2.981)
H (-2.481, -2.130, 1.294)
H (-2.174, -3.029, 2.840)
H (-3.464, -4.589, 1.815)
H (-4.541, -3.510, 0.943)
C (0.119, -1.348, 3.862)
C (0.327, -1.565, 5.360)
O (-0.566, -0.673, 6.006)
S (-1.150, 0.445, 5.046)
O (-0.357, 1.621, 5.105)
O (-2.533, 0.554, 5.269)
O (-0.882, -0.358, 3.694)
H (-0.091, -2.235, 3.264)
H (1.033, -1.010, 3.361)
H (1.358, -1.350, 5.643)
H (0.092, -2.571, 5.702)
C (4.337, 1.300, -2.545)
C (4.381, 2.246, -3.762)
O (4.151, 3.574, -3.271)
S (4.406, 3.642, -1.709)
O (3.445, 4.500, -1.138)
O (5.786, 3.802, -1.436)
O (4.003, 2.135, -1.418)
H (5.311, 0.852, -2.356)
H (3.549, 0.558, -2.590)
H (3.727, 2.018, -4.598)
H (5.401, 2.225, -4.159)
C (-2.687, 1.110, 1.144)
C (-3.295, 0.296, 0.006)
O (-4.042, 1.323, -0.665)
S (-4.917, 2.006, 0.469)
O (-5.968, 1.159, 0.881)
O (-5.186, 3.343, 0.108)
O (-3.770, 1.901, 1.593)
H (-1.869, 1.725, 0.749)
H (-2.231, 0.466, 1.898)
H (-4.002, -0.390, 0.488)
H (-2.598, -0.184, -0.670)
C (4.116, -0.626, 2.180)
C (4.364, 0.246, 0.977)
O (4.131, -0.563, -0.183)
S (4.117, -2.114, 0.205)
O (5.178, -2.768, -0.462)
O (2.792, -2.612, 0.093)
O (4.513, -1.945, 1.736)
H (3.070, -0.684, 2.482)
H (4.749, -0.358, 3.020)
H (5.408, 0.569, 0.920)
H (3.788, 1.169, 0.992)
C (1.895, 4.300, 3.943)
C (2.332, 4.059, 2.510)
O (3.437, 4.965, 2.326)
S (3.222, 6.284, 3.166)
O (2.593, 7.281, 2.385)
O (4.413, 6.607, 3.845)
O (2.159, 5.681, 4.197)
H (2.448, 3.702, 4.670)
H (0.838, 4.071, 4.067)
H (1.550, 4.312, 1.793)
H (2.674, 3.050, 2.312)
C (-3.459, -0.242, -5.550)
C (-2.459, -1.367, -5.251)
O (-1.378, -1.124, -6.155)
S (-1.764, -0.065, -7.298)
O (-1.453, -0.608, -8.566)
O (-1.268, 1.194, -6.898)
O (-3.318, -0.128, -6.996)
H (-3.178, 0.702, -5.086)
H (-4.489, -0.568, -5.462)
H (-2.923, -2.341, -5.398)
H (-2.015, -1.283, -4.261)

Here are the Löwdin charges for atoms 1 to 8, given in e: 0.135 -0.383 0.241 -0.901 0.252 -0.386 0.135 0.220

---

[4]
Here is C20H32CoFN7SSi as an isolated structure in a non-equilibrium geometry from OMol25. Energies are from wB97M-V/def2-TZVPD.

Summary:
LUMO energy (alpha / beta)	-0.30340 / -0.39361	Eh
total charge	+3
2S+1	5
E_HOMO (alpha / beta)	-16.8143 / -16.7735	eV
relative energy (zero: lowest compared OMol25 entry of this formula, charge and spin)	0.0	kJ/mol

Atoms and positions in Å:
Co (11.275, 12.503, 8.924)
C (12.959, 11.354, 5.912)
Si (13.664, 12.870, 6.685)
C (14.212, 13.846, 5.161)
C (14.967, 12.450, 7.886)
N (12.241, 13.524, 7.586)
C (11.822, 14.777, 7.220)
C (12.025, 15.868, 8.085)
C (11.679, 17.127, 7.682)
C (10.987, 17.345, 6.446)
C (10.676, 16.299, 5.586)
C (11.103, 15.017, 5.999)
F (10.905, 14.050, 5.106)
H (13.686, 10.626, 5.558)
H (12.392, 11.634, 5.015)
H (12.228, 10.842, 6.582)
H (15.223, 13.565, 4.859)
H (14.265, 14.960, 5.342)
H (13.477, 13.595, 4.381)
H (14.875, 11.417, 8.198)
H (15.015, 13.129, 8.755)
H (15.964, 12.412, 7.443)
H (12.681, 15.688, 8.956)
H (11.989, 18.063, 8.159)
H (10.887, 18.352, 6.078)
H (10.250, 16.477, 4.589)
N (10.776, 11.995, 14.199)
C (11.721, 11.736, 12.975)
C (11.689, 12.893, 11.949)
N (12.414, 12.508, 10.689)
H (10.688, 11.167, 14.721)
H (9.844, 12.129, 13.826)
H (11.030, 12.709, 14.830)
H (11.420, 10.762, 12.507)
H (12.687, 11.532, 13.453)
H (12.180, 13.790, 12.253)
H (10.645, 13.162, 11.734)
H (12.800, 11.537, 10.868)
H (13.248, 13.141, 10.558)
N (6.301, 11.627, 6.004)
C (6.803, 12.342, 6.786)
C (7.409, 13.168, 7.814)
C (6.957, 14.279, 8.509)
C (7.770, 14.852, 9.464)
C (8.996, 14.345, 9.711)
N (9.507, 13.330, 8.979)
C (8.731, 12.728, 8.112)
H (6.011, 14.696, 8.234)
H (7.466, 15.786, 9.991)
H (9.682, 14.753, 10.507)
H (9.092, 11.741, 7.688)
S (10.916, 10.391, 9.479)
C (10.482, 9.229, 8.321)
N (11.307, 8.467, 7.537)
C (10.564, 7.374, 6.966)
C (9.120, 7.607, 7.336)
N (9.217, 8.734, 8.264)
H (12.264, 8.656, 7.228)
H (10.928, 6.422, 7.361)
H (10.577, 7.332, 5.868)
H (8.776, 6.662, 7.810)
H (8.566, 7.847, 6.421)
H (8.411, 9.146, 8.700)

Here are the Löwdin charges for atoms 1 to 8, given in e: 0.434 -0.172 0.438 -0.139 -0.157 -0.078 -0.314 -0.034

---

[5]
Here is a 2-piece molecular cluster, C20H32N2O9 overall in a non-equilibrium geometry from OMol25. Energies are from wB97M-V/def2-TZVPD.

Summary:
structure (SMILES)	OC[C@H]1O[C@@H](c2cc(O)ccc2O)[C@H](O)[C@@H](O)[C@@H]1O.CNC(=O)[C@@H](NC(C)=O)C(C)C
LUMO energy	0.01969	Eh
total charge	0
E_HOMO	-8.3561	eV
relative energy (zero: lowest compared OMol25 entry of this formula, charge and spin)	0.0	kJ/mol

Atoms and positions in Å:
O (3.924, 3.500, 4.362)
O (5.328, -0.317, 0.262)
O (-6.172, 1.712, 0.585)
O (-5.942, -2.601, -2.878)
O (-0.276, -2.136, 0.445)
O (-2.656, -1.849, -1.254)
O (-3.419, 0.610, -3.930)
O (0.610, -1.862, -3.026)
O (-0.598, 0.523, -4.011)
C (4.175, 2.363, 3.999)
C (5.240, 0.670, 0.980)
C (-7.275, -0.048, -0.607)
C (-7.201, -1.139, -1.479)
C (-4.887, 0.252, -0.800)
C (-6.115, 0.647, -0.267)
C (-5.972, -1.528, -2.028)
C (-4.793, -0.825, -1.702)
N (6.105, 1.666, 0.738)
N (3.920, 1.991, 2.746)
C (4.803, 1.388, 4.974)
C (6.373, 2.912, 1.459)
C (1.917, -0.231, 2.842)
C (2.102, 0.876, 0.609)
C (-0.659, -3.069, -0.579)
C (-3.448, -1.236, -2.285)
C (-1.409, -2.394, -1.735)
C (-2.670, -0.046, -2.891)
C (-0.548, -1.300, -2.397)
C (-1.355, -0.571, -3.477)
C (2.849, 0.032, 1.650)
C (4.178, 0.681, 2.110)
H (-7.064, 1.803, 0.955)
H (-6.801, -3.050, -2.894)
H (0.221, -2.584, 1.149)
H (-4.308, 0.841, -3.600)
H (1.063, -1.149, -3.514)
H (-1.205, 1.072, -4.544)
H (-8.235, 0.249, -0.196)
H (-8.108, -1.677, -1.732)
H (-4.000, 0.792, -0.487)
H (6.701, 1.476, -0.054)
H (3.495, 2.703, 2.172)
H (4.156, 0.521, 5.090)
H (4.920, 1.881, 5.938)
H (5.779, 1.083, 4.603)
H (6.570, 2.707, 2.513)
H (5.527, 3.595, 1.368)
H (7.254, 3.397, 1.035)
H (1.616, 0.707, 3.309)
H (2.422, -0.857, 3.577)
H (1.021, -0.748, 2.498)
H (1.799, 1.833, 1.030)
H (1.211, 0.339, 0.280)
H (2.739, 1.042, -0.260)
H (0.238, -3.558, -0.973)
H (-1.298, -3.845, -0.147)
H (-3.608, -1.964, -3.086)
H (-1.623, -3.163, -2.485)
H (-2.437, 0.676, -2.102)
H (-0.238, -0.577, -1.636)
H (-1.589, -1.277, -4.282)
H (3.066, -0.940, 1.206)
H (4.587, 0.004, 2.856)

Here are the Löwdin charges for atoms 1 to 8, given in e: 0.036 0.045 0.044 0.048 -0.067 -0.028 -0.008 -0.006

---

[6]
Here is C20H32N3OPPdSi as an isolated structure in a non-equilibrium geometry from OMol25. Energies are from wB97M-V/def2-TZVPD.

Summary:
LUMO energy (alpha / beta)	0.01667 / -0.08883	Eh
total charge	0
2S+1	5
E_HOMO (alpha / beta)	-2.9893 / -7.1888	eV
relative energy (zero: lowest compared OMol25 entry of this formula, charge and spin)	0.0	kJ/mol

Atoms and positions in Å:
Pd (-0.807, 0.395, -0.386)
Si (1.706, -0.314, -0.859)
P (-1.094, 0.341, -2.679)
N (0.342, -1.330, -0.659)
H (-0.615, 1.648, 0.747)
C (-2.865, 0.170, -3.077)
H (-2.987, 0.024, -4.165)
H (-3.384, 1.077, -2.729)
H (-3.245, -0.717, -2.541)
C (-0.467, 1.831, -3.517)
H (-0.787, 1.804, -4.568)
H (0.630, 1.846, -3.467)
H (-0.876, 2.712, -3.009)
C (-0.387, -1.012, -3.690)
H (-0.548, -0.780, -4.751)
H (-0.887, -1.956, -3.443)
H (0.687, -1.132, -3.520)
C (2.359, 1.406, -0.547)
H (2.441, 1.658, 0.505)
H (1.886, 2.206, -1.108)
H (3.375, 1.277, -0.944)
H (2.703, -1.004, -0.012)
H (2.001, -0.242, -2.318)
C (0.094, -2.659, -0.804)
C (-1.434, -4.555, -0.640)
C (-1.195, -3.187, -0.520)
C (1.123, -3.552, -1.245)
C (0.850, -4.914, -1.378)
C (-0.423, -5.422, -1.072)
H (-2.429, -4.928, -0.402)
H (-1.969, -2.484, -0.201)
H (2.120, -3.151, -1.474)
H (1.631, -5.586, -1.740)
H (-0.628, -6.492, -1.162)
C (-1.369, 2.626, 0.382)
O (-1.914, 2.225, -0.813)
C (-2.431, 2.695, 1.473)
H (-2.756, 3.725, 1.612)
H (-2.082, 2.302, 2.429)
H (-3.300, 2.116, 1.155)
C (-0.490, 3.850, 0.159)
H (-1.060, 4.559, -0.452)
H (0.422, 3.575, -0.383)
H (-0.191, 4.344, 1.086)
N (0.483, -1.525, 3.525)
C (-0.152, -1.351, 2.334)
N (-0.018, -0.098, 1.909)
C (0.734, 0.587, 2.857)
C (1.269, 1.878, 2.862)
C (2.079, 2.249, 3.947)
C (2.376, 1.349, 4.991)
C (1.880, 0.032, 4.955)
C (1.049, -0.307, 3.897)
H (0.561, -2.393, 4.051)
H (-0.658, -2.187, 1.858)
H (1.065, 2.532, 2.012)
H (2.468, 3.268, 3.996)
H (3.016, 1.682, 5.816)
H (2.097, -0.712, 5.721)

Here are the Löwdin charges for atoms 1 to 8, given in e: 0.660 0.437 0.742 -0.182 0.088 -0.251 0.051 0.046

---

[7]
Here is one molecule with the formula C20H32N8 in a non-equilibrium geometry from OMol25. Energies are from wB97M-V/def2-TZVPD.

Summary:
structure (SMILES)	CC(C)C[C@H](c1nnnn1C1CCCCC1)N1CCN(c2ncccn2)CC1
LUMO energy	0.02330	Eh
total charge	0
E_HOMO	-7.9114	eV
relative energy (zero: lowest compared OMol25 entry of this formula, charge and spin)	42.1	kJ/mol

Atoms and positions in Å:
C (-2.337, -4.273, 1.212)
H (-1.790, -5.132, 0.826)
H (-3.251, -4.158, 0.634)
H (-2.607, -4.475, 2.245)
C (-1.481, -3.010, 1.125)
C (-0.251, -3.164, 2.018)
H (-0.553, -3.327, 3.050)
H (0.352, -4.013, 1.698)
H (0.372, -2.273, 1.994)
C (-1.080, -2.762, -0.335)
H (-0.200, -3.372, -0.554)
H (-1.883, -3.105, -0.989)
C (-0.787, -1.300, -0.780)
C (-0.456, -0.396, 0.360)
N (-1.242, -0.055, 1.360)
N (-0.532, 0.728, 2.157)
N (0.639, 0.895, 1.710)
N (0.742, 0.213, 0.565)
C (1.976, 0.170, -0.178)
C (2.915, -0.873, 0.435)
C (4.232, -0.907, -0.334)
C (4.887, 0.471, -0.338)
C (3.945, 1.507, -0.945)
C (2.631, 1.550, -0.173)
H (2.811, 1.844, 0.862)
H (1.945, 2.277, -0.613)
H (4.412, 2.493, -0.924)
H (3.749, 1.253, -1.990)
H (5.818, 0.436, -0.906)
H (5.128, 0.758, 0.687)
H (4.901, -1.639, 0.122)
H (4.043, -1.224, -1.364)
H (3.100, -0.606, 1.477)
H (2.440, -1.857, 0.415)
H (1.737, -0.117, -1.209)
N (-1.880, -0.838, -1.626)
C (-3.099, -0.405, -0.954)
H (-3.033, -0.674, 0.098)
C (-3.331, 1.115, -1.080)
N (-2.069, 1.809, -1.112)
C (-1.664, 2.607, -0.106)
N (-0.419, 3.103, -0.177)
C (-0.033, 3.867, 0.829)
C (-0.849, 4.162, 1.907)
C (-2.123, 3.610, 1.868)
N (-2.540, 2.852, 0.878)
H (-2.845, 3.783, 2.656)
H (-0.515, 4.776, 2.725)
H (0.977, 4.252, 0.757)
C (-1.189, 1.481, -2.210)
H (-1.316, 2.202, -3.030)
C (-1.514, 0.058, -2.697)
H (-0.660, -0.355, -3.240)
H (-2.362, 0.087, -3.386)
H (-0.159, 1.560, -1.855)
H (-3.881, 1.346, -2.000)
H (-3.891, 1.487, -0.223)
H (-3.948, -0.935, -1.402)
H (0.091, -1.337, -1.434)
H (-2.070, -2.166, 1.492)

Here are the Löwdin charges for atoms 1 to 8, given in e: -0.079 0.080 0.075 0.076 -0.437 -0.069 0.080 0.081